# 1
Density functional theory data (ωB97M-V/def2-TZVPD) for a 3-piece molecular cluster, C2H8N6O2 overall.

Properties
Spin multiplicity: 3
LUMO (alpha / beta) (eV): 0.67 / -0.46

Positions of all 18 atoms, in Å:
C -0.79053 -0.17404 -4.28611
C -0.77170 1.22568 2.92912
N 1.51675 -0.85825 -0.61446
N 1.27574 -1.84150 0.21343
N -1.42977 -0.41927 1.67344
N 1.20040 1.16136 -1.12525
N -0.49804 0.50317 1.95586
N 0.96611 0.21689 -0.23641
O -0.03808 -0.25945 -5.13312
O -1.48402 -0.07073 -3.40200
H -0.08265 2.03439 3.29305
H -1.84448 1.13272 3.39802
H 0.78867 -1.55182 0.95679
H 1.86182 -2.62851 0.18779
H -2.26451 -0.45184 2.18874
H -1.09755 -0.99528 0.95561
H 1.77965 0.88317 -1.91754
H 0.91219 2.09333 -1.03698


# 2
Density functional theory data (ωB97M-V/def2-TZVPD) for C19H28ClO2W as an isolated structure.

Properties
Energy above the lowest of the compared OMol25 structures with the same formula, charge and spin (kJ/mol): 0.0
Spin multiplicity: 3
Charge: +1
LUMO (alpha / beta) (eV): -3.51 / -4.56

Positions of all 51 atoms, in Å:
O 0.13195 2.52934 -1.18142
C -0.98791 3.17107 -1.82668
C -0.07553 3.84784 -2.84773
H -1.50998 3.82598 -1.11900
H -1.68223 2.42330 -2.22694
C 1.08567 3.07317 -2.14465
H -0.02938 4.93352 -2.69664
H -0.26503 3.56322 -3.89696
C 2.10685 3.87327 -1.34948
H 1.58018 4.49030 -0.61422
H 2.73381 4.50242 -1.98964
H 2.75028 3.18195 -0.79084
C 1.73712 1.98263 -2.97638
H 0.99874 1.43863 -3.57108
H 2.24727 1.25117 -2.34027
H 2.48863 2.39964 -3.65443
W -0.21465 -0.46191 0.57057
C -0.18536 -2.36664 -0.67518
C -1.58504 -2.10363 -0.46192
C -1.94899 -0.98558 -1.28071
H -2.25868 -2.74063 0.10991
C -0.79789 -0.54057 -1.97866
C 0.30960 -1.35942 -1.59039
H 1.30711 -1.34407 -2.02723
H 0.35733 -3.24394 -0.32954
H -2.95648 -0.59256 -1.39699
H -0.77276 0.21402 -2.76369
C 1.25555 -1.21901 2.09456
C 2.01684 -1.09562 0.88571
C 1.95259 0.27207 0.45756
H 2.59794 -1.88314 0.41454
C 1.19453 1.01407 1.42974
C 0.76983 0.08844 2.45158
H 0.29059 0.34785 3.38859
H 1.19194 -2.11017 2.71546
H 2.53556 0.71045 -0.34280
H 1.09715 2.09585 1.46037
O -1.18279 6.68232 -2.77510
C -0.23926 7.21410 -3.74644
C -0.68363 8.61412 -4.20608
H -0.23089 6.52534 -4.61277
H 0.77266 7.22610 -3.30052
C -2.15043 8.69101 -3.77778
H -0.56597 8.73071 -5.27947
H -0.09761 9.38364 -3.69706
C -2.24090 7.67261 -2.62615
H -2.79560 8.39453 -4.60789
H -2.42002 9.69369 -3.46271
H -3.21617 7.16173 -2.58600
H -2.07620 8.21378 -1.67329
Cl -2.02231 0.82320 1.17509


# 3
Density functional theory data (ωB97M-V/def2-TZVPD) for C21H40Cl3N4O3SSiSn as an isolated structure.

Properties
Energy above the lowest of the compared OMol25 structures with the same formula, charge and spin (kJ/mol): 601.0
Spin multiplicity: 1
Charge: -1
LUMO (alpha / beta) (eV): 2.01 / 1.45

Positions of all 74 atoms, in Å:
C -2.26267 -2.44443 -3.76787
C -1.20792 -2.65868 -2.67028
H -2.41157 -3.34067 -4.37985
H -1.98129 -1.61112 -4.41702
H -3.26203 -2.25808 -3.30877
C -0.49761 -3.86334 -2.59157
C -0.36463 -4.89831 -3.62640
H -0.24497 -4.25405 -1.60676
H 0.28158 -4.55238 -4.44199
H -1.31912 -5.23651 -4.06710
H 0.13224 -5.74820 -3.13169
Sn 0.12961 1.60369 2.10434
Cl -2.21870 2.24044 1.88575
Cl 1.29379 3.40137 0.94797
H 1.14995 6.04976 4.69318
H -1.75668 7.05212 2.60564
C 1.07484 6.02534 3.59592
C -0.90661 6.50609 2.18238
N -0.26919 5.69008 3.18869
H 1.79044 5.29102 3.20771
C -0.92863 4.65527 3.75018
O -0.38847 3.65944 4.26654
H -1.28612 5.88085 1.36845
H -2.02567 4.78037 3.68401
H 1.28510 7.00964 3.16542
H -0.15281 7.19821 1.80331
H 1.99636 -0.93286 -2.81344
H 2.20439 -3.57519 -1.81973
C 2.96464 -0.85841 -2.31173
C 3.14512 -3.15068 -1.44510
N 2.96665 -1.73788 -1.15770
H 3.13177 0.17427 -1.99837
C 3.43056 -1.24976 0.04082
O 4.09333 -0.23786 0.16529
H 3.42503 -3.67466 -0.52147
H 3.13205 -1.85720 0.91758
H 3.73427 -1.17875 -3.02167
H 3.90191 -3.29929 -2.23097
O -0.52949 -1.30478 -2.15932
C -1.49358 -1.92092 -1.37647
C 0.13153 -3.13126 0.18083
C -1.15210 -2.60012 -0.08820
H 0.97325 -2.84516 -0.48733
C 0.33847 -3.97414 1.28599
H -2.40708 -1.31740 -1.42598
C -2.18916 -2.82438 0.82397
H 1.33622 -4.43075 1.43015
C -0.71203 -4.18801 2.18284
C -1.95973 -3.60525 1.94757
H -3.13925 -2.31667 0.61163
H -0.58894 -4.86932 3.02408
H -2.78824 -3.76106 2.63263
Si -0.33897 2.12861 -2.37101
Cl 0.52327 -0.51417 1.39214
C 1.38530 2.76300 -2.60109
C -1.30676 3.41467 -1.37362
C -1.16123 1.27756 -3.78274
H 2.16871 2.13176 -2.17841
H 1.47040 3.74924 -2.14253
H 1.52974 2.86256 -3.68448
H -0.45404 0.59590 -4.28480
H -1.45449 2.08643 -4.45515
H -2.05703 0.71988 -3.46289
H -1.61388 3.07569 -0.37193
H -2.19215 3.67780 -1.97465
H -0.67164 4.30843 -1.24888
N -1.16260 0.40372 4.67098
C -0.05390 -0.29924 4.37130
N -0.17291 -1.61720 4.22596
S 1.35124 0.65910 4.08397
H -1.89985 -0.03227 5.21849
H -1.03180 1.39920 4.80087
H 0.54456 -2.19423 3.80546
H -1.00078 -2.10688 4.53685


# 4
Density functional theory data (ωB97M-V/def2-TZVPD) for a 4-piece molecular cluster, C4H15NO2 overall.

Properties
Energy above the lowest of the compared OMol25 structures with the same formula, charge and spin (kJ/mol): 791.1
Spin multiplicity: 1
LUMO (eV): -3.99

Positions of all 22 atoms, in Å:
C 0.18131 -0.92867 -1.54214
C -0.92351 -1.08885 -0.49965
C -1.54923 0.21274 -0.21043
C -1.00113 0.93714 1.01291
N 2.55443 0.45290 1.65488
H -0.05889 -0.25881 -2.36213
H 0.57751 -1.86412 -1.94877
H 1.03422 -0.55769 -0.95858
H -1.69601 -1.81448 -0.77310
H -2.63673 0.14139 -0.13121
H -1.35945 0.96532 -1.09279
H -1.37844 0.43652 1.91111
H -1.47080 1.92840 1.06730
H 0.05627 1.17578 1.03794
H -0.34602 -1.54423 0.45409
H 1.92088 -0.30782 1.46507
H 3.47483 0.52121 1.26883
H 0.84072 -2.55298 1.40720
O 0.65668 -1.60000 1.46270
H -0.87478 2.56221 -2.63545
H 2.17345 1.33247 1.93853
O -0.52665 1.88815 -2.02676


# 5
Density functional theory data (ωB97M-V/def2-TZVPD) for a 3-piece molecular cluster, C21H51BFN2O9P2S3 overall.

Properties
Spin multiplicity: 1
Charge: +1
LUMO (eV): -2.94

Positions of all 90 atoms, in Å:
C 4.67205 0.30199 0.83359
C 3.31840 -0.16544 0.27385
C 2.24050 -0.29779 1.34773
F 1.59434 -1.52577 1.23189
C 1.13157 0.79334 1.34476
P -0.08276 0.29310 2.71883
C -1.05036 1.84850 3.03436
C 1.03704 0.26910 4.20464
N 1.86308 2.08198 1.73991
C 1.53674 3.31856 0.95481
B 2.32703 4.55462 1.60759
O 3.56142 4.25679 2.15785
O 1.91534 5.82898 1.54874
C 0.56647 6.22597 1.28524
C 1.97037 2.98742 -0.49380
P 2.09243 4.44225 -1.61634
S 2.95183 4.18126 -3.32863
C 0.92815 1.98930 -1.06130
N 1.30913 1.36574 -2.32298
C 0.46742 0.86781 -0.06819
C -1.07126 0.84691 -0.03757
C -1.71218 0.64929 -1.41334
C -3.22008 0.41666 -1.31199
C -3.97379 1.47094 -0.49051
O -5.21537 1.79090 -1.11117
H 5.22841 -0.55534 1.21124
H 4.58928 0.99304 1.68118
H 5.28614 0.76183 0.06137
H 3.46306 -1.17176 -0.12290
H 3.00403 0.44011 -0.57265
H 2.73798 -0.29596 2.32378
H -0.76889 2.72384 2.44991
H -2.09431 1.62606 2.81840
H -0.98589 2.09999 4.09183
H 0.58891 0.87956 4.98736
H 1.13053 -0.75612 4.55466
H 2.04211 0.66881 4.04429
H 2.88055 1.97026 1.68425
H 1.66462 2.25176 2.72756
H 0.45141 3.42459 0.95880
H 3.63331 4.28767 3.12055
H -0.13531 5.65268 1.89187
H 0.48335 7.27507 1.55237
H 0.32536 6.11891 0.22728
H 2.97247 2.54433 -0.46128
H 2.70412 5.42764 -0.82911
H 0.73743 4.81510 -1.68848
H 0.05221 2.61059 -1.27459
H 0.98009 1.89873 -3.11850
H 2.31395 1.29448 -2.43475
H 0.76802 -0.06238 -0.55115
H -1.43535 1.77572 0.41480
H -1.40129 0.00240 0.57345
H -1.24238 -0.22061 -1.87804
H -1.53050 1.49813 -2.07942
H -3.65293 0.45138 -2.31202
H -3.40387 -0.58267 -0.91232
H -4.21922 1.07782 0.49938
H -3.37065 2.37871 -0.37027
H -5.21662 2.70060 -1.42766
O -5.47808 -2.31686 0.98246
S -5.93323 -2.97426 -0.20910
O -5.25330 -2.69753 -1.43824
O -7.48826 -2.72890 -0.37022
C -7.95176 -1.35116 -0.31366
C -7.63214 -0.57465 -1.56838
C -6.00536 -4.71133 0.03979
H -7.51775 -0.88414 0.57116
H -9.02421 -1.43544 -0.15490
H -6.55760 -0.46462 -1.69281
H -8.06438 0.42316 -1.49369
H -8.03251 -1.06948 -2.45302
H -6.52903 -4.91214 0.96978
H -4.97592 -5.05876 0.09256
H -6.51446 -5.16030 -0.80851
O 3.21217 -4.90054 -3.34729
S 3.52040 -4.55826 -1.99449
O 4.30839 -3.38924 -1.72328
O 4.16379 -5.80817 -1.27381
C 5.31099 -6.43980 -1.91066
C 6.58472 -5.63957 -1.76334
C 2.04353 -4.47868 -1.04232
H 5.06472 -6.62916 -2.95554
H 5.38749 -7.39846 -1.40354
H 6.53171 -4.69568 -2.30268
H 7.41527 -6.22010 -2.16525
H 6.78330 -5.42199 -0.71407
H 1.45657 -5.37313 -1.22970
H 1.50925 -3.59197 -1.37771
H 2.30691 -4.39047 0.00821


# 6
Density functional theory data (ωB97M-V/def2-TZVPD) for C10H15F6N5P as an isolated structure.

Properties
Spin multiplicity: 1
Charge: -1
LUMO (eV): 2.99

Positions of all 37 atoms, in Å:
P 0.01656 0.57375 -0.63095
F 0.63528 -0.57971 -1.60745
F -1.14410 -0.41770 -0.07628
F 0.89243 -0.07714 0.61411
F -0.58846 1.72144 0.35443
F 1.27718 1.58572 -0.96457
F -0.93257 1.13976 -1.85913
C 2.55044 -2.15328 0.54922
C 1.54961 -2.62288 -0.38907
N 0.73538 -2.93286 -1.21223
H 3.44041 -2.33538 -0.05317
H 2.53287 -2.80152 1.42533
H 2.52224 -1.10880 0.85971
C -2.12347 -1.46757 -1.94423
C -1.00263 -2.30546 -2.46260
N -0.11519 -2.93197 -2.85236
H -2.02997 -1.39363 -0.86077
H -3.08568 -1.91095 -2.20047
H -2.00588 -0.46501 -2.35552
C -2.91503 1.54231 -0.94390
C -2.86440 2.14321 0.37125
N -2.78185 2.62956 1.39906
H -2.42891 0.56699 -0.92076
H -2.29688 2.10414 -1.64413
H -3.94454 1.48544 -1.29742
C 3.32893 1.10980 0.61879
C 2.32611 2.03174 1.15019
N 1.54639 2.83549 1.55273
H 4.29983 1.58911 0.74413
H 3.07213 0.88190 -0.41571
H 3.38001 0.11324 1.05737
C -0.85286 -0.25792 2.25061
C -0.23737 1.13001 2.44288
N 0.21585 2.17211 2.63717
H -1.32724 -0.57164 3.18047
H -0.08146 -0.99474 2.02670
H -1.56316 -0.02757 1.45655


Max |F| for every record listed, in sequence, given in hartree/bohr: 0.182 0.084 0.050 0.105 0.017 0.237.